# 1
DFT (ωB97M-V with the def2-TZVPD basis set) results for C6H7IO2 in the gas phase.

The geometry in ORCA input format:
```
! wB97M-V def2-TZVPD RIJCOSX def2/J DEFGRID3
* xyz 0 1
C 1.481 0.783 0.470
C -0.869 0.024 0.172
H -1.113 -1.931 1.064
H 2.095 -0.038 -1.504
H 2.321 0.260 0.728
H 1.682 1.714 0.730
C -1.701 -1.191 0.624
O 0.278 0.048 2.289
C 1.321 0.543 -1.050
H 1.289 1.410 -1.778
C 0.017 -0.126 -1.335
I -1.969 1.802 -0.154
C 0.214 0.277 1.116
O -0.376 -0.711 -2.281
H -2.504 -1.085 1.225
H -2.166 -1.777 -0.317
*
```

Results
E_HOMO = -0.34218 hartree
LUMO energy = -0.288 eV
energy above the lowest of the compared OMol25 structures with the same formula, charge and spin = 0.530 eV

Atom charges from the Löwdin analysis, given in e for atoms 1 to 5: atom 1 (C): -0.07, atom 2 (C): -0.73, atom 3 (H): 0.06, atom 4 (H): 0.12, atom 5 (H): 0.10

***

# 2
DFT (ωB97M-V with the def2-TZVPD basis set) results for C36H32ClP2V as an isolated structure.

The geometry in ORCA input format:
```
! wB97M-V def2-TZVPD RIJCOSX def2/J DEFGRID3
* xyz 2 3
C 2.917 -0.442 -2.463
H 1.209 2.481 6.056
H -0.067 -1.008 -4.470
H 1.867 3.101 -1.637
C -3.038 -1.072 1.733
H -2.280 0.548 -1.144
C -1.031 -0.950 -3.956
P -0.420 -0.353 2.377
C -3.967 -3.290 1.903
C 1.020 3.434 -2.227
C -2.777 -3.748 2.486
H 1.564 5.545 -2.253
C 0.445 1.228 4.481
C -1.808 -1.539 2.241
C 1.218 -1.195 2.439
H 5.172 -0.557 -4.999
C 2.096 -1.020 1.336
C 3.280 0.487 -5.081
C -0.574 0.355 4.054
H -2.477 0.423 6.892
C 3.025 -2.178 3.714
C -1.700 -2.872 2.650
C -0.289 5.170 -3.293
H 4.154 -1.015 0.708
H 0.332 -1.491 -0.700
C 2.103 0.780 -4.389
C 4.255 -0.310 -4.471
H -2.195 4.502 -4.158
Cl 0.468 2.649 0.930
C -2.194 -1.586 -4.399
C 3.465 -1.289 1.504
H 1.039 -1.942 4.485
C -2.285 -0.028 -2.074
C 1.894 0.284 -3.096
H -0.755 -3.242 3.045
H -2.441 -0.588 4.643
H 2.781 -0.736 -1.423
C -0.648 1.538 6.620
C 0.838 4.783 -2.555
C -3.407 -1.381 -3.722
H 4.972 -2.162 2.756
C -1.116 2.891 -3.234
C -1.654 0.658 6.217
H -4.325 -1.834 -4.092
H -5.016 -1.571 1.081
H -0.391 6.199 -3.650
V 0.517 0.426 0.261
H 1.707 -0.901 0.291
C -4.101 -1.946 1.536
C 0.065 2.476 -2.608
H -2.678 -4.788 2.796
C -1.281 4.230 -3.610
H -1.901 2.157 -3.426
H 1.332 1.402 -4.833
H 3.415 0.879 -6.091
C -1.092 -0.155 -2.807
C 3.920 -1.905 2.670
C 1.685 -1.796 3.617
H -0.699 2.009 7.598
H 1.099 -1.718 -0.641
H 1.257 1.479 3.804
H 3.401 -2.630 4.629
C 0.415 1.806 5.749
C 4.066 -0.790 -3.169
P 0.385 0.725 -2.145
H -4.422 -0.427 -2.077
H -2.151 -2.232 -5.278
C -3.460 -0.600 -2.564
H -3.143 -0.030 1.440
H -4.802 -3.965 1.774
C -1.626 0.073 4.948
H 4.835 -1.434 -2.727
*
```

Results
E_HOMO (spin up / spin down) = -0.51968 / -0.51928 hartree
LUMO energy (spin up / spin down) = -8.378 / -7.146 eV

Atom charges from the Löwdin analysis, given in e for atoms 1 to 5: atom 1 (C): -0.10, atom 2 (H): 0.12, atom 3 (H): 0.11, atom 4 (H): 0.09, atom 5 (C): -0.11

***

| no. | electronic energy (a.u.) | largest force on an atom (eV Å⁻¹) |
| --- | --- | --- |
| 1 | -680.9488 | 5.678 |
| 2 | -3477.3131 | 3.691 |